(1)
C22H40O7 | ωB97M-V with the def2-TZVPD basis set

Last column: Mulliken charge in e.
Geometry (Å):
C (-1.072, -0.934, -10.302)  -1.16
C (-2.307, -0.514, -9.513)  -0.38
C (-2.255, 0.938, -9.035)  -0.80
C (-1.111, 1.260, -8.071)  -0.60
C (-1.190, 0.492, -6.754)  -0.40
C (-0.114, 0.946, -5.769)  -0.75
C (-0.181, 0.180, -4.451)  -0.69
C (0.899, 0.631, -3.470)  -0.69
C (0.831, -0.128, -2.148)  -0.70
C (1.918, 0.319, -1.174)  -0.78
C (1.850, -0.436, 0.151)  -0.48
C (2.945, 0.017, 1.115)  -0.70
C (2.984, -0.789, 2.414)  -0.86
C (1.760, -0.567, 3.301)  -0.12
C (1.910, -1.282, 4.643)  -1.09
C (0.644, -1.242, 5.501)  -1.08
C (0.340, 0.164, 6.031)  0.55
C (1.328, 0.532, 7.123)  -0.03
O (1.442, -0.042, 8.174)  -0.60
O (2.081, 1.574, 6.783)  -0.45
C (-1.089, 0.321, 6.613)  0.98
O (-1.154, 1.629, 7.152)  -0.80
C (-1.423, -0.771, 7.639)  -1.00
C (-2.719, -0.499, 8.352)  0.61
O (-3.187, 0.600, 8.549)  -0.66
O (-3.307, -1.609, 8.772)  -0.44
C (-2.082, 0.238, 5.421)  0.09
O (-2.443, -0.799, 4.940)  -0.58
O (-2.454, 1.431, 4.987)  -0.58
H (-0.188, -0.941, -9.669)  0.29
H (-0.899, -0.249, -11.129)  0.29
H (-1.205, -1.934, -10.707)  0.37
H (-2.437, -1.180, -8.658)  0.27
H (-3.188, -0.629, -10.150)  0.36
H (-2.164, 1.588, -9.909)  0.36
H (-3.202, 1.176, -8.545)  0.33
H (-1.143, 2.331, -7.854)  0.38
H (-0.153, 1.057, -8.553)  0.29
H (-2.175, 0.643, -6.306)  0.29
H (-1.069, -0.576, -6.939)  0.26
H (-0.232, 2.014, -5.571)  0.34
H (0.871, 0.803, -6.221)  0.33
H (-1.164, 0.326, -3.997)  0.34
H (-0.065, -0.889, -4.647)  0.33
H (1.882, 0.481, -3.922)  0.33
H (0.786, 1.701, -3.277)  0.33
H (-0.150, 0.029, -1.691)  0.33
H (0.936, -1.199, -2.340)  0.34
H (2.898, 0.159, -1.631)  0.35
H (1.814, 1.390, -0.985)  0.34
H (1.957, -1.507, -0.037)  0.29
H (0.870, -0.274, 0.601)  0.27
H (2.804, 1.074, 1.351)  0.34
H (3.912, -0.082, 0.616)  0.40
H (3.070, -1.852, 2.176)  0.40
H (3.877, -0.503, 2.975)  0.37
H (1.635, 0.506, 3.458)  0.24
H (0.866, -0.941, 2.800)  0.21
H (2.745, -0.848, 5.198)  0.32
H (2.153, -2.329, 4.451)  0.46
H (0.775, -1.912, 6.352)  0.44
H (-0.204, -1.592, 4.911)  0.58
H (0.450, 0.903, 5.233)  0.37
H (2.693, 1.809, 7.498)  0.39
H (-1.892, 1.646, 7.794)  0.49
H (-1.496, -1.737, 7.143)  0.35
H (-0.623, -0.815, 8.386)  0.52
H (-4.136, -1.414, 9.239)  0.39
H (-2.050, 2.105, 5.581)  0.55

Calculated values
- E_HOMO: -0.3702 hartree
- Electronic energy: -37798.29856 eV
- Net charge: 0
- SMILES: CCCCCCCCCCCCCCCC[C@H](C(=O)O)[C@](O)(CC(=O)O)C(=O)O

(2)
C22H41BrIrNP3Se | ωB97M-V with the def2-TZVPD basis set

Last column: Mulliken charge in e.
Geometry (Å):
Ir (0.477, -0.015, 0.325)  1.27
P (-1.518, -1.093, 0.271)  0.45
P (1.502, -1.264, -1.257)  0.71
P (-0.489, 2.024, 0.495)  0.76
H (3.842, 2.381, -2.692)  0.47
C (3.719, 2.837, -1.707)  -1.45
C (3.035, 2.262, -0.712)  -0.32
H (2.145, 1.676, -0.976)  0.27
C (-2.348, -0.864, -1.328)  -0.84
C (-1.344, -2.885, 0.603)  -1.39
C (-2.678, -0.578, 1.590)  -1.37
C (3.044, -0.560, -1.973)  -0.99
C (2.011, -2.698, -0.215)  -1.16
C (0.758, -2.024, -2.755)  -1.28
C (0.626, 3.445, 0.143)  -1.10
C (-0.891, 2.191, 2.290)  -1.27
C (-1.947, 2.552, -0.475)  -1.33
H (4.249, 3.794, -1.618)  0.35
H (3.275, 2.418, 0.352)  0.62
H (-3.331, -1.344, -1.356)  0.53
H (-1.748, -1.272, -2.140)  0.14
H (-2.491, 0.198, -1.534)  0.17
H (-2.316, -3.373, 0.735)  0.56
H (-0.770, -3.050, 1.519)  0.33
H (-0.830, -3.399, -0.211)  0.41
H (-3.540, -1.251, 1.672)  0.58
H (-3.064, 0.431, 1.424)  0.39
H (-2.180, -0.589, 2.565)  0.33
H (3.537, -1.269, -2.658)  0.58
H (3.751, -0.281, -1.180)  0.36
H (2.809, 0.351, -2.543)  -0.03
H (2.729, -3.339, -0.737)  0.47
H (1.140, -3.297, 0.061)  0.29
H (2.478, -2.324, 0.704)  0.29
H (1.490, -2.673, -3.259)  0.53
H (0.457, -1.242, -3.464)  0.22
H (-0.114, -2.635, -2.500)  0.36
H (0.176, 4.394, 0.467)  0.63
H (0.813, 3.483, -0.945)  0.09
H (1.583, 3.318, 0.668)  0.34
H (-1.106, 3.238, 2.542)  0.46
H (-0.041, 1.849, 2.895)  0.27
H (-1.763, 1.583, 2.552)  0.37
H (-2.171, 3.608, -0.263)  0.52
H (-2.832, 1.957, -0.235)  0.40
H (-1.707, 2.459, -1.544)  0.26
C (-0.417, 2.533, -5.126)  0.01
C (0.635, 2.605, -4.178)  0.58
C (1.442, 3.740, -4.125)  -0.16
C (1.330, 4.730, -5.113)  -0.64
C (0.183, 4.760, -5.919)  -0.59
C (-0.677, 3.659, -5.933)  -0.47
Se (-1.537, 1.048, -5.578)  0.32
H (-1.407, 0.378, -4.289)  0.10
H (0.827, 1.761, -3.515)  0.16
H (2.156, 3.827, -3.305)  0.37
H (2.136, 5.446, -5.262)  0.43
H (-0.052, 5.629, -6.542)  0.41
H (-1.521, 3.668, -6.628)  0.38
Br (5.368, 0.920, 3.369)  -0.09
C (3.659, 0.105, 3.251)  -0.47
C (3.178, -0.643, 4.309)  -0.25
C (1.895, -1.145, 4.178)  -0.94
C (1.121, -0.904, 3.058)  -0.05
N (1.643, -0.204, 2.025)  0.11
C (2.885, 0.352, 2.115)  0.35
H (3.767, -0.804, 5.200)  0.51
H (1.452, -1.727, 4.957)  0.50
H (0.083, -1.245, 2.981)  0.28
H (3.239, 1.023, 1.332)  -0.04

Calculated values
- E_HOMO (alpha / beta): -0.5556 / -0.6231 hartree
- Electronic energy: -191035.10976 eV
- Net charge: +3
- ⟨S²⟩: 6.027
- Spin multiplicity: 5